Entry 1:
Here is a cluster of 4 separate species, C40H52F3NO4 in total from the OMol25 dataset. Energies are from the ωB97M-V functional and the def2-TZVPD basis.

Last column: Löwdin charge in e.
CARTESIAN COORDINATES (ANGSTROEM)
C -6.08564 1.47201 -0.79790  -0.11
C -5.72643 2.53619 0.29036  -0.24
C -4.19345 2.82045 0.39304  -0.21
C -3.56477 2.07901 1.61416  -0.18
C -2.45464 1.09533 1.11402  -0.20
C -3.09155 -0.25095 0.67871  -0.19
C -2.92206 -1.30512 1.81900  -0.19
C -3.11555 -2.69885 1.20002  -0.18
C -2.82546 -3.91228 2.14056  -0.20
C -2.17092 -3.58454 3.48555  -0.20
C -0.68235 -3.09596 3.47978  -0.18
C 0.18208 -3.44816 2.23992  -0.16
C 0.62699 -2.16807 1.44960  -0.16
C 0.32038 -2.26544 -0.06691  -0.10
C 1.22052 -1.42525 -0.94212  -0.04
C 1.39464 -1.56357 -2.24858  -0.06
C 0.83789 -2.51992 -3.26596  -0.01
C -0.63968 -2.90391 -3.07850  -0.46
O -0.91292 -3.80279 -2.38550  0.16
N -1.69776 -2.22202 -3.76862  -0.15
C -1.46854 -2.20856 -5.23090  -0.07
C -1.92305 -0.86628 -3.21434  -0.05
C 2.40943 -0.52221 -2.66063  -0.44
O 2.83997 -0.41234 -3.71975  0.21
O 2.71700 0.24495 -1.58877  0.12
C 2.10012 -0.29665 -0.46701  -0.39
O 2.27961 0.11980 0.58219  0.23
H -5.16236 1.17419 -1.30419  0.05
H -6.42625 0.56712 -0.28359  0.06
H -6.83160 1.82780 -1.50575  0.06
H -6.13569 2.23562 1.25513  0.09
H -6.20067 3.47617 -0.01403  0.09
H -4.06938 3.89624 0.54682  0.09
H -3.70438 2.54551 -0.54437  0.10
H -4.29222 1.45146 2.13398  0.10
H -3.07737 2.79086 2.28427  0.10
H -1.75192 0.96923 1.94736  0.10
H -1.86893 1.54640 0.30732  0.09
H -4.13679 -0.14504 0.38095  0.10
H -2.51340 -0.59417 -0.18404  0.07
H -1.93120 -1.12607 2.22618  0.07
H -3.72637 -1.10414 2.53360  0.12
H -2.55942 -2.83811 0.26793  0.09
H -4.17024 -2.75698 0.90097  0.11
H -3.79665 -4.37042 2.37024  0.10
H -2.29558 -4.67945 1.56990  0.10
H -2.23938 -4.47382 4.12318  0.10
H -2.76032 -2.81972 4.00317  0.10
H -0.68553 -2.02483 3.69908  0.10
H -0.20521 -3.54609 4.34770  0.08
H 1.11639 -3.85753 2.62170  0.08
H -0.23495 -4.21189 1.58145  0.10
H 1.71453 -2.06679 1.54478  0.09
H 0.23090 -1.26177 1.90941  0.10
H 0.45615 -3.30777 -0.35339  0.12
H -0.70107 -1.91168 -0.23209  0.10
H 1.44257 -3.43020 -3.22754  0.15
H 0.97240 -2.06583 -4.25271  0.11
H -2.28909 -2.75078 -5.71556  0.09
H -1.44508 -1.20213 -5.65683  0.08
H -0.56470 -2.76882 -5.49514  0.08
H -1.00132 -0.41102 -2.82799  0.09
H -2.67606 -0.96778 -2.42960  0.07
H -2.39122 -0.24233 -3.97601  0.09
F 6.28646 5.56908 -4.81211  0.06
C 5.60642 4.64992 -4.10028  -0.29
C 4.71032 3.82255 -4.74945  -0.01
C 4.01380 2.87246 -4.01518  -0.07
C 4.21295 2.76923 -2.64476  -0.11
C 5.11561 3.61191 -2.00802  -0.09
C 5.82259 4.55681 -2.73937  -0.02
H 4.56328 3.92428 -5.81711  0.12
H 3.31471 2.21233 -4.51167  0.10
H 3.66189 2.03144 -2.07368  0.08
H 5.26871 3.53416 -0.93885  0.11
H 6.53572 5.21697 -2.26255  0.12
F -1.16204 3.98688 0.22350  0.05
C -0.41902 4.56951 -0.73844  -0.28
C -1.02165 5.45448 -1.61065  -0.02
C -0.25341 6.05790 -2.59693  -0.08
C 1.09968 5.76228 -2.70377  -0.09
C 1.68826 4.86598 -1.82106  -0.07
C 0.92591 4.26771 -0.82692  -0.01
H -2.07912 5.66602 -1.51521  0.12
H -0.71135 6.75916 -3.28255  0.10
H 1.69613 6.23111 -3.47635  0.10
H 2.73829 4.63336 -1.90575  0.08
H 1.36820 3.57271 -0.12321  0.12
F 1.86486 -4.06840 4.69801  0.04
C 2.99519 -3.57772 5.24443  -0.27
C 3.84844 -2.82718 4.46015  -0.01
C 5.00910 -2.31766 5.02389  -0.08
C 5.30496 -2.57274 6.35652  -0.10
C 4.43716 -3.33343 7.12865  -0.08
C 3.26998 -3.83663 6.57219  -0.02
H 3.60326 -2.64566 3.42113  0.11
H 5.68320 -1.72150 4.42287  0.11
H 6.21323 -2.17743 6.79309  0.10
H 4.66923 -3.53558 8.16616  0.10
H 2.57664 -4.42460 7.15962  0.12

Values from the calculation:
SMILES = CCCCCCCCCCCCCCC1=C(CC(=O)N(C)C)C(=O)OC1=O.Fc1ccccc1.Fc1ccccc1.Fc1ccccc1
Calculated total energy = -60154.42964 eV

***

Entry 2:
Here is a structure of composition C40H52Li2O20S from the OMol25 dataset. Energies are from the ωB97M-V functional and the def2-TZVPD basis.

Last column: Löwdin charge in e.
CARTESIAN COORDINATES (ANGSTROEM)
Li -0.19292 -2.90509 1.85505  0.73
Li 3.63008 0.46391 -0.95395  0.73
S 0.91008 -0.31709 0.04505  0.30
O 0.69508 -0.77209 -1.30395  -0.34
O 0.49308 -1.43409 0.87305  -0.37
O 2.32608 -0.02909 0.29405  -0.39
O 0.13408 0.88191 0.21505  -0.31
C 5.21608 1.87191 0.78705  -0.09
O 5.23508 1.92091 -0.61595  -0.07
H 4.99508 2.75491 1.37105  0.10
H 6.20808 1.63291 0.85405  0.07
H 4.56008 1.22991 1.24305  0.03
H 5.71708 2.49891 -1.05695  0.02
C 2.49108 0.97291 -3.91895  -0.15
O 2.31708 0.73891 -2.57795  -0.17
H 1.92308 1.80191 -4.28395  0.06
H 2.03108 0.18591 -4.45595  0.07
H 3.56308 1.11791 -4.21295  0.11
H 1.54308 0.18891 -2.42795  0.02
C 2.25008 -4.16409 0.71205  -0.02
O 1.17908 -4.82809 1.46105  -0.10
H 2.45308 -3.43809 1.29305  0.02
H 1.96208 -3.74609 -0.10195  0.04
H 2.91208 -4.77409 0.56505  0.02
H 1.46808 -5.72509 1.57605  0.07
C 1.37508 -3.10509 4.65605  -0.23
O 1.07508 -2.20609 3.76805  -0.09
H 2.05708 -2.65609 5.64305  0.16
H 2.07008 -3.72809 4.26905  0.03
H 0.45308 -3.64909 4.91705  0.10
H 1.82008 -1.70909 3.54605  0.03
C -2.80492 -4.78109 -0.78795  0.02
C -4.27592 -4.85709 -0.79495  0.06
C -4.90792 -3.62709 -1.03395  -0.31
C -4.24192 -2.43409 -1.14895  -0.04
C -2.90092 -2.31209 -1.01095  0.00
C -2.18692 -3.55309 -0.83495  -0.21
O -0.73792 -3.58509 -0.59295  -0.04
O -6.28892 -3.56509 -1.12595  0.03
H -2.18792 -5.47609 -0.44695  0.06
H -4.75592 -5.71909 -0.58495  0.07
H -4.87892 -1.46209 -1.26695  0.16
H -2.43392 -1.44909 -1.16395  0.05
H -0.26092 -2.73909 -0.71295  0.05
H -6.74892 -2.75109 -1.16395  0.08
C 4.77508 -0.31709 5.75905  0.02
C 4.61608 -0.90509 4.46605  -0.03
C 3.81808 -0.28609 3.52705  -0.37
C 3.07008 0.85291 3.81505  -0.03
C 3.25208 1.48291 5.00905  -0.04
C 4.05008 0.96991 6.00705  -0.28
O 4.43508 1.54791 7.19905  -0.01
O 3.79908 -0.91009 2.32505  0.03
H 5.64508 -0.56409 6.44305  0.12
H 5.34108 -1.67809 4.16705  0.12
H 2.38708 1.37691 3.11705  0.14
H 2.84908 2.53591 4.90705  0.14
H 5.06208 1.15991 7.85805  0.13
H 3.40908 -0.45409 1.61605  -0.01
C -3.84192 -0.10009 2.68005  -0.02
C -2.64492 0.32091 2.14705  -0.03
C -1.87292 1.18091 2.91105  -0.32
C -2.22692 1.35491 4.27205  -0.01
C -3.32492 0.73791 4.81905  -0.03
C -4.25992 0.09891 4.02705  -0.39
O -5.34992 -0.39809 4.39905  0.16
O -0.63092 1.62991 2.55505  0.02
H -4.42392 -0.84509 2.10605  0.12
H -2.48992 0.13591 0.98005  0.14
H -1.57592 2.12491 4.73405  0.13
H -3.45192 0.94891 5.77205  0.06
H -5.50592 -0.18609 5.24105  0.06
H -0.51392 1.32691 1.65405  0.01
C -1.11392 -3.42109 -6.09095  -0.06
C 0.02608 -3.26409 -5.34295  0.00
C -0.02992 -2.29209 -4.29195  -0.31
C -1.09092 -1.49009 -4.08095  -0.05
C -2.12592 -1.54609 -4.98795  0.00
C -2.13192 -2.54809 -6.00495  -0.29
O -3.27592 -2.67609 -6.76195  0.08
O 1.08208 -2.30809 -3.39695  -0.04
H -1.01692 -4.04409 -6.91395  0.10
H 0.97708 -3.96509 -5.47995  0.16
H -1.05292 -0.61509 -3.20995  0.17
H -2.91792 -0.79109 -4.80095  0.11
H -3.85992 -2.03309 -6.62295  0.02
H 0.82908 -1.62809 -2.67495  0.04
C -0.26192 4.57391 -0.25195  -0.03
C -0.74992 5.58191 0.60305  0.00
C 0.17808 6.34391 1.34305  -0.32
C 1.55008 6.00191 1.23405  -0.03
C 2.10108 4.97991 0.47505  0.04
C 1.08408 4.20591 -0.28395  -0.28
O 1.51408 3.07791 -0.91895  0.01
O -0.17692 7.32491 2.21605  0.03
H -0.99992 3.97791 -0.89395  0.13
H -1.91992 5.65291 0.58305  0.15
H 2.29508 6.56491 1.61805  0.07
H 3.04408 4.76991 0.28705  0.05
H 0.96308 2.39491 -0.57995  0.02
H 0.13708 7.11691 3.10205  0.11
C -1.43392 2.35091 -4.62995  -0.04
C -1.18792 2.18391 -3.26195  0.01
C -2.26692 1.74991 -2.46895  -0.33
C -3.52492 1.51191 -2.96395  0.01
C -3.73892 1.66791 -4.39095  0.02
C -2.61492 2.08291 -5.16895  -0.38
O -2.77292 2.13691 -6.51195  0.02
O -2.16792 1.58691 -1.11495  0.01
H -0.58692 2.52291 -5.19695  0.10
H -0.21192 2.47491 -3.00095  0.09
H -4.41092 1.15791 -2.48695  0.10
H -4.62892 1.24891 -4.82395  0.11
H -1.86292 2.08891 -6.95195  0.15
H -1.29992 1.38291 -0.77595  0.03

Values from the calculation:
Energy relative to the best compared isomer or geometry (same formula, charge and spin) = 0.0 kcal/mol

***

One value per record, in order, for molecular weight: 667.9 898.8 g mol⁻¹.